17
Properties=species:S:1:pos:R:3:lowdin_charge:R:1 method="wB97M-V/def2-TZVPD" charge=+2 lumo_energy_ev=-12.5 de_lowest_ev=0.000
O 3.20847 -0.56056 1.39027 -0.122
C 2.32237 -0.80159 0.51524 -0.646
O 1.57931 0.43464 0.35835 -0.165
O 2.03201 -1.77119 -0.12585 0.263
Lu 2.98887 1.43321 1.97868 2.373
C 0.57471 0.68605 -1.76169 0.179
C 0.44261 0.49096 -0.45487 -0.333
H 1.56479 0.80916 -2.20228 0.103
H -0.30062 0.68516 -2.40941 0.116
O -2.97214 -0.35063 0.79002 -0.036
C -1.78913 -0.56755 0.04922 -0.251
C -0.86212 0.61815 0.29375 -0.116
H -3.46754 -1.17203 0.84668 0.106
H -2.00900 -0.65398 -1.02748 0.135
H -1.30199 -1.50251 0.37493 0.135
H -0.63825 0.67475 1.37124 0.118
H -1.37233 1.54794 0.01319 0.142

***

13
Properties=species:S:1:pos:R:3:lowdin_charge:R:1 method="wB97M-V/def2-TZVPD" charge=+1 lumo_energy_ev="-6.1 / -6.4" de_lowest_ev=9.367 spin_multiplicity=3
C -0.20872 1.67054 -0.77658 0.029
C 0.05220 1.62870 0.58608 -0.100
O -0.91501 0.81575 1.22705 -0.276
C -1.67941 1.48250 2.08797 -0.129
O -1.19286 0.81965 3.13303 -0.093
Cu -0.99745 -1.19322 2.28503 0.722
H 0.61772 2.01494 -1.40103 0.100
H -1.23824 1.87926 -1.08326 0.112
H 0.20854 2.60848 1.04659 0.124
H 0.12784 1.49606 2.83443 0.363
H -1.63015 -0.50147 -0.83840 0.266
O -0.51506 -0.47445 -1.52314 -0.126
H -0.11459 -1.14735 -0.96806 0.008

***

72
Properties=species:S:1:pos:R:3:lowdin_charge:R:1 method="wB97M-V/def2-TZVPD" charge=+1 lumo_energy_ev="-3.1 / -3.1" de_lowest_ev=0.936 spin_multiplicity=3
C 0.91339 -0.72901 2.09124 -0.208
C 2.03910 -0.42437 1.25646 -0.191
C 1.96486 0.96309 0.90676 -0.202
H 2.87195 -1.09875 1.03895 0.127
C 0.79459 1.51406 1.51543 -0.195
C 0.13440 0.47460 2.24434 -0.212
H -0.71832 0.59892 2.91447 0.119
H 0.76199 -1.65266 2.64978 0.121
H 2.71830 1.52769 0.35316 0.121
H 0.50356 2.56576 1.49080 0.119
Tm 0.02399 -0.17839 -0.04623 1.324
Si -1.97838 4.85092 -7.46204 0.705
C -0.62000 4.24105 -8.56013 -0.355
C -0.71460 4.28772 -9.96131 -0.098
H -1.60845 4.70683 -10.43043 0.099
C 0.33688 3.80438 -10.74677 -0.082
H 0.26962 3.84674 -11.83516 0.105
C 1.47726 3.26442 -10.13953 -0.083
H 2.29383 2.87893 -10.75298 0.104
C 1.57371 3.21817 -8.74331 -0.089
H 2.46591 2.81554 -8.26220 0.086
C 0.52387 3.69739 -7.95487 -0.118
H 0.59226 3.65312 -6.86417 0.093
C -1.52245 6.48101 -6.71588 -0.336
C -0.29131 7.09966 -6.98926 -0.093
H 0.40508 6.64911 -7.70128 0.099
C 0.05584 8.28923 -6.33915 -0.086
H 1.02720 8.74498 -6.53331 0.103
C -0.83762 8.88819 -5.44447 -0.089
H -0.56451 9.81547 -4.93697 0.102
C -2.08481 8.29763 -5.20222 -0.091
H -2.78563 8.76860 -4.51232 0.101
C -2.43061 7.10455 -5.84032 -0.116
H -3.40445 6.64237 -5.65904 0.098
H -2.31708 3.82992 -6.44161 -0.027
Si 0.25625 1.65360 -2.28308 0.177
C 0.45127 3.38956 -1.67226 -0.358
C 1.59625 4.12669 -2.01885 -0.084
H 2.33936 3.69171 -2.69100 0.102
C 1.77879 5.41426 -1.50189 -0.071
H 2.66846 5.97884 -1.78237 0.108
C 0.83028 5.96680 -0.63515 -0.077
H 0.97574 6.97074 -0.23465 0.107
C -0.30623 5.23019 -0.27800 -0.088
H -1.04564 5.65287 0.40466 0.105
C -0.50075 3.94791 -0.79581 -0.145
H -1.39530 3.37941 -0.52432 0.088
C 1.71141 1.18548 -3.32524 -0.375
C 2.88213 0.67599 -2.71727 -0.120
H 2.90548 0.45724 -1.64328 0.067
C 4.02449 0.45176 -3.48705 -0.082
H 4.93302 0.08420 -3.00449 0.107
C 3.99942 0.69794 -4.86464 -0.073
H 4.89688 0.52897 -5.46176 0.108
C 2.82070 1.13939 -5.47864 -0.067
H 2.78532 1.30298 -6.55566 0.090
C 1.67050 1.36835 -4.71482 -0.102
H 0.74230 1.69036 -5.19161 0.083
H -3.16285 5.07720 -8.31118 -0.022
Cl -1.54157 1.42408 -3.29092 0.257
C -1.10181 -4.77025 0.33852 0.030
O -2.20712 -3.81123 0.20082 0.034
C -1.80951 -2.56681 0.06123 -0.501
O -0.56882 -2.26811 -0.07460 -0.094
N -2.76824 -1.63370 0.09571 0.075
N -2.38422 -0.25158 -0.02734 0.015
H -1.60474 -5.73082 0.40694 0.107
H -0.53936 -4.55723 1.25655 0.110
H -0.44923 -4.72390 -0.53977 0.109
H -3.74543 -1.92289 0.12744 0.188
H -2.78099 0.16945 -0.88147 0.101
H -2.78428 0.27681 0.76235 0.136

***

34
Properties=species:S:1:pos:R:3:lowdin_charge:R:1 method="wB97M-V/def2-TZVPD" charge=-1 lumo_energy_ev=2.7
Tl -0.98815 0.24397 2.80353 0.727
C -4.31115 0.19445 -1.79830 -0.076
C -3.61154 0.19160 -0.45656 -0.596
O -4.54685 0.34768 0.61703 -0.077
P -2.79749 -1.40283 -0.06490 0.475
O -1.86870 -1.90591 -1.25065 -0.116
O -3.95722 -2.51192 -0.18995 -0.121
O -2.19908 -1.43931 1.29470 -0.436
P -2.29845 1.52070 -0.34343 0.293
O -1.03597 0.66366 -0.89251 -0.225
O -2.61935 2.64934 -1.23832 -0.305
O -2.18071 1.74738 1.15413 -0.498
H -5.10777 -0.55126 -1.82072 0.077
H -3.58786 -0.01789 -2.58627 0.085
H -4.72277 1.18859 -1.96794 0.080
H -4.09608 0.92143 1.26264 0.072
H -1.19261 -1.21075 -1.38647 0.071
H -4.51601 -2.43264 0.59803 0.086
H -0.30855 0.57750 -0.20441 0.019
C 3.59837 0.74858 -0.88131 -0.065
C 3.53445 0.07258 0.49476 -0.650
C 4.41489 0.85056 1.48384 -0.069
C 4.04098 -1.37131 0.39576 -0.069
C 2.14138 0.09085 0.96993 -0.194
C 0.98806 0.13826 1.36466 -0.202
H 4.62433 0.76197 -1.26067 0.075
H 3.23970 1.77571 -0.80889 0.084
H 2.96653 0.22340 -1.59831 0.082
H 5.45469 0.86210 1.14422 0.075
H 4.37577 0.39074 2.47222 0.081
H 4.06397 1.87908 1.57272 0.082
H 5.07855 -1.39151 0.04981 0.075
H 3.43102 -1.94854 -0.30008 0.081
H 3.99360 -1.85627 1.37171 0.081